[1]
21
Properties=species:S:1:pos:R:3:mulliken_charge:R:1 method="wB97M-V/def2-TZVPD" charge=+1 e_homo_ev=-13.219 e_above_lowest_kj_mol=178.17 largest_force_ev_per_a=3.6 multiplicity=1 total_energy_ev=-29002.0303
C 1.9449 0.0962 -0.1834 -1.4639
C -1.9587 0.1502 -0.6355 -1.3732
C 0.5311 -0.2998 -0.1927 0.1056
C -0.4884 0.7353 -0.7114 0.7192
N 0.3186 -1.5961 -0.2933 -0.2539
N 0.1367 -0.3641 2.2183 -0.6816
S 0.1069 0.9564 -2.4434 -0.0808
S -0.3198 2.2063 0.3223 -0.1067
H 2.0018 1.1569 -0.1187 0.4353
H 2.4317 -0.4044 0.7068 0.4310
H 2.3094 -0.2912 -1.1638 0.4294
H -2.6810 0.8816 -0.4405 0.3653
H -2.2524 -0.2533 -1.6750 0.2744
H -2.0834 -0.4141 0.3172 0.3893
H 1.1151 -2.1869 0.0685 0.3476
H -0.4951 -2.1615 -0.0742 0.2821
H 0.8049 0.3214 2.6805 0.2847
H -0.6966 -0.1426 2.6405 0.2444
H 0.3777 -1.3273 2.5517 0.2619
H -0.5116 -0.1177 -2.9401 0.1662
H -0.5918 3.0547 -0.6338 0.2236

=====

[2]
20
Properties=species:S:1:pos:R:3:mulliken_charge:R:1 method="wB97M-V/def2-TZVPD" charge=+1 e_homo_ev=-12.323 e_above_lowest_kj_mol=356.99 largest_force_ev_per_a=3.6 multiplicity=1 total_energy_ev=-15207.5904
C 3.3488 0.3010 0.2187 -0.9344
N 1.8875 0.0399 0.3497 -0.2452
C 1.2343 -0.2643 -0.7697 -0.2260
C -0.0366 -0.5689 -0.9651 -0.5169
N -1.1478 -0.2522 0.1228 -0.0323
C -1.9515 -1.4958 0.1767 -0.8481
Si -2.0619 1.4653 -0.0727 0.3109
H 3.4266 1.1382 -0.3757 0.3781
H 3.9490 -0.5737 -0.1804 0.3253
H 3.9358 0.5426 1.2014 0.2949
H 1.5520 -0.2576 1.2671 0.2344
H 1.9439 -0.5297 -1.5448 0.3397
H -0.4630 -0.9623 -1.8942 0.4904
H -0.6699 -0.1443 1.0277 0.3784
H -2.8677 -1.2127 -0.4048 0.3501
H -1.4427 -2.2086 -0.4570 0.3406
H -2.2482 -1.8877 1.1512 0.3344
H -2.8770 1.2872 1.2222 0.0373
H -2.2157 1.1470 -1.5017 0.0098
H -0.9156 2.2746 -0.1552 -0.0215

=====

[3]
20
Properties=species:S:1:pos:R:3:mulliken_charge:R:1 method="wB97M-V/def2-TZVPD" charge=0 e_homo_ev="-7.078 / -7.079" e_above_lowest_kj_mol=406.12 largest_force_ev_per_a=2.9 multiplicity=1 total_energy_ev=-8825.2035
C -1.2778 0.4745 -0.3117 -0.0825
C 1.4877 -0.5379 -0.5141 -0.5364
C -2.1809 -0.6957 -0.4649 -1.1643
C 1.3634 -1.7586 0.3881 -0.9513
N -0.8653 0.8846 0.8768 0.3248
N 0.2680 1.5744 1.0738 -0.8410
N 0.3248 2.7040 0.2191 -0.4027
H -1.0439 0.2676 1.6644 0.3389
H 1.1907 0.4557 0.1701 0.0585
H -1.0806 1.1156 -1.1533 0.4275
H 0.9471 3.3693 0.6611 0.2704
H 0.6886 2.4343 -0.6957 0.1978
H 2.5230 -0.3947 -0.8285 0.4048
H 0.9158 -0.6710 -1.4307 0.2356
H -3.1572 -0.3955 -0.8516 0.3565
H -1.7579 -1.4100 -1.1765 0.2443
H -2.3286 -1.2109 0.4858 0.3072
H 1.6547 -2.6772 -0.1232 0.3355
H 0.3391 -1.8785 0.7387 0.1797
H 1.9894 -1.6499 1.2721 0.2967

=====

[4]
20
Properties=species:S:1:pos:R:3:mulliken_charge:R:1 method="wB97M-V/def2-TZVPD" charge=0 e_homo_ev=-7.848 e_above_lowest_kj_mol=283.26 largest_force_ev_per_a=5.9 multiplicity=1 total_energy_ev=-8826.4768 smiles=NCC[C@H](N)CN
N 0.6938 -1.0280 2.4319 -0.5599
C -0.2790 -0.0492 1.9770 -0.5856
C -0.4197 -0.3722 0.4603 -0.7891
C 0.1632 0.7429 -0.4352 0.1497
N -0.6903 1.8387 -0.5276 -0.5531
C 0.1932 0.2602 -2.0125 -0.7688
N 0.2443 -1.2592 -2.1296 -0.5987
H 1.6542 -0.6190 2.2590 0.2041
H 0.5595 -1.4247 3.3627 0.1924
H -0.0070 1.0069 2.1599 0.2391
H -1.3467 -0.1262 2.4888 0.3327
H 0.1160 -1.3939 0.1025 0.1969
H -1.4481 -0.5043 0.3059 0.4587
H 1.2000 0.8032 -0.2686 0.4101
H -0.2387 2.7077 -0.6827 0.1964
H -1.6364 1.5533 -0.7644 0.2214
H -0.7050 0.5680 -2.5826 0.2308
H 0.9653 0.7452 -2.4251 0.4945
H 1.1663 -1.7286 -2.4144 0.2249
H -0.1850 -1.7208 -1.3053 0.3035

=====

[5]
20
Properties=species:S:1:pos:R:3:mulliken_charge:R:1 method="wB97M-V/def2-TZVPD" charge=0 e_homo_ev=-7.762 e_above_lowest_kj_mol=145.74 largest_force_ev_per_a=1.0 multiplicity=1 total_energy_ev=-8827.9021 smiles="C=CNC.NCN"
C 1.9063 -0.2197 2.1303 -0.8896
C 1.3318 0.3857 1.0870 0.2504
N 1.5854 1.6805 0.6615 -0.3036
C 0.4720 2.4402 0.1345 -0.7391
H 2.7847 0.1791 2.6248 0.2493
H 1.5272 -1.1797 2.4457 0.2582
H 0.7800 -0.1938 0.3622 0.1322
H 2.1467 2.1898 1.3275 0.2322
H 0.8338 3.3677 -0.3054 0.3404
H 0.0199 1.9001 -0.6980 0.1823
H -0.3054 2.6386 0.8781 0.2892
N -1.8696 -2.2307 -2.1215 -0.5849
C -1.0338 -1.4932 -1.1936 -0.5152
N -1.6682 -0.5044 -0.3143 -0.5109
H -2.4520 -2.8893 -1.6204 0.2354
H -2.4883 -1.6580 -2.6797 0.2306
H -0.5435 -2.2129 -0.5459 0.3610
H -0.2864 -0.9457 -1.7656 0.3556
H -2.0513 0.2484 -0.8739 0.2059
H -2.4206 -0.9372 0.2080 0.2205

=====

[6]
20
Properties=species:S:1:pos:R:3:mulliken_charge:R:1 method="wB97M-V/def2-TZVPD" charge=0 e_homo_ev=-8.429 e_above_lowest_kj_mol=111.75 largest_force_ev_per_a=1.7 multiplicity=1 total_energy_ev=-8828.2544 smiles=NCCNCCN
N -1.9987 1.7462 0.3544 -0.5732
C -2.1999 0.4542 -0.2841 -0.5359
C -1.4498 -0.7316 0.3152 -0.7433
N -0.1215 -1.0181 -0.2159 -0.3806
C 0.9997 -0.7202 0.6914 -0.5106
C 2.2922 -0.6101 -0.0658 -0.5067
N 2.3844 0.7536 -0.6538 -0.6281
H -1.3591 2.3251 -0.1731 0.2725
H -1.5995 1.6329 1.2776 0.2519
H -3.2591 0.1974 -0.2115 0.2679
H -1.9389 0.5067 -1.3429 0.3094
H -2.0306 -1.6314 0.0618 0.3483
H -1.5503 -0.7286 1.4047 0.3961
H 0.0136 -0.5966 -1.1231 0.2511
H 1.0226 -1.4695 1.4804 0.3384
H 0.7595 0.2148 1.2165 0.3231
H 2.2441 -1.2938 -0.9001 0.3318
H 3.1499 -0.8471 0.5555 0.3770
H 3.1375 0.8480 -1.3169 0.2106
H 1.5037 0.9679 -1.0703 0.2003

=====

[7]
20
Properties=species:S:1:pos:R:3:mulliken_charge:R:1 method="wB97M-V/def2-TZVPD" charge=0 e_homo_ev="-7.505 / -8.140" e_above_lowest_kj_mol=631.78 largest_force_ev_per_a=1.7 multiplicity=1 total_energy_ev=-8822.8647
C -0.1806 -0.4659 0.2304 0.7992
C 0.5586 -1.7781 0.0464 -1.2578
C 1.3435 0.9860 0.2829 -0.8231
C -0.6936 -0.2366 1.6410 -1.5098
N -1.0024 -0.1821 -0.8210 -0.0652
N -2.0874 0.5918 -0.6017 -0.5319
N 0.4058 0.8557 -1.8962 -0.5862
H -2.5072 0.8442 -1.4859 0.2744
H -1.9234 1.4214 -0.0350 0.1849
H 0.9448 -0.0046 -1.9960 0.1965
H 0.7260 1.4008 -2.7186 0.1791
H 0.0791 -0.5029 2.3644 0.3863
H -1.5678 -0.8680 1.8274 0.4308
H -0.9791 0.7973 1.8391 0.3974
H 0.8751 -1.9199 -0.9873 0.3566
H 1.4426 -1.8298 0.6862 0.2825
H -0.0930 -2.6195 0.3078 0.3569
H 1.7381 0.4168 1.1216 0.3533
H 0.7701 1.8532 0.5855 0.2319
H 2.1508 1.2400 -0.3910 0.3442

=====

[8]
20
Properties=species:S:1:pos:R:3:mulliken_charge:R:1 method="wB97M-V/def2-TZVPD" charge=+2 e_homo_ev=-17.677 e_above_lowest_kj_mol=518.88 largest_force_ev_per_a=4.3 multiplicity=1 total_energy_ev=-8808.1992
C -0.0429 0.7403 0.8396 -0.2490
C -1.0267 -0.2619 0.2439 -0.4182
C -0.0112 -0.4090 -0.9508 -0.2553
C -0.0603 0.5028 -2.0056 -0.0283
N 0.5341 0.4225 -3.2696 -0.4631
N 1.0377 -1.5407 -0.9475 -0.1075
N -0.4272 0.5250 3.4015 -0.8136
H 0.8743 0.3004 1.3066 0.2396
H -0.2772 1.7850 0.9377 0.3853
H -0.9903 -1.0321 1.1307 0.3300
H -2.0347 0.0572 0.0195 0.3971
H -0.7921 1.2913 -1.9424 0.4019
H 1.4947 0.4730 -3.4990 0.2447
H -0.2161 0.4794 -4.0271 0.2965
H 1.5922 -1.6973 -1.7893 0.3673
H 0.3764 -2.2385 -0.8554 0.3799
H 1.6409 -1.4471 -0.1247 0.3667
H -0.6756 1.5566 3.5453 0.3180
H -1.2569 0.1473 3.8000 0.2940
H 0.2611 0.3460 4.1867 0.3138